No. 1
{
  "formula": "C3H6NOS",
  "method": "ωB97M-V/def2-TZVPD",
  "lumo_energy_ev": 4.1,
  "energy_ha": -646.07693,
  "gap_ev": 6.8856,
  "e_homo_ev": -2.78,
  "e_above_lowest_ev": 2.417,
  "charge": -1,
  "symbols": ["S", "O", "N", "C", "C", "C", "H", "H", "H", "H", "H", "H"],
  "coordinates": [[-0.765, 2.157, 0.148], [-1.175, -1.360, -2.003], [-0.038, -0.983, 1.296], [-0.974, -0.575, -1.030], [0.278, -0.468, -0.119], [0.685, 1.056, -0.091], [1.426, 1.339, 0.625], [1.013, -1.001, 1.691], [0.879, 1.417, -1.082], [-0.353, -0.108, 1.718], [0.911, -1.219, -0.568], [-1.885, -0.254, -0.584]],
  "lowdin_charge": [0.146, -0.051, -0.008, -0.252, -0.427, -0.690, 0.015, 0.105, -0.002, 0.005, 0.105, 0.055]
}

No. 2
{
  "formula": "C9H11NO2",
  "method": "ωB97M-V/def2-TZVPD",
  "lumo_energy_ev": 0.9,
  "energy_ha": -554.61606,
  "gap_ev": 9.9163,
  "e_homo_ev": -8.99,
  "e_above_lowest_ev": 5.313,
  "symbols": ["O", "O", "N", "C", "C", "C", "C", "C", "C", "C", "C", "C", "H", "H", "H", "H", "H", "H", "H", "H", "H", "H", "H"],
  "coordinates": [[-1.027, 0.084, -0.957], [2.456, -0.743, 0.061], [1.635, 1.245, -0.405], [2.927, 1.400, -0.116], [-1.380, 1.161, -0.174], [1.390, -0.039, -0.326], [-2.837, 1.163, 0.248], [-0.557, -1.054, 1.023], [3.433, 0.165, 0.207], [-0.815, -1.243, 2.208], [-0.101, -1.997, -1.324], [-0.256, -0.780, -0.330], [-1.211, -1.537, 3.070], [-3.065, 0.164, 0.585], [-1.202, 2.071, -0.711], [-3.463, 1.489, -0.579], [-0.949, -2.552, -1.258], [3.521, 2.321, -0.089], [-2.924, 1.785, 1.091], [0.862, -2.519, -1.105], [4.384, -0.194, 0.381], [-0.769, 1.077, 0.723], [-0.053, -1.467, -2.225]],
  "lowdin_charge": [-0.055, 0.064, 0.121, -0.131, -0.278, -0.191, -0.045, -0.052, -0.096, 0.204, 0.048, -0.456, -0.005, 0.070, 0.121, 0.080, 0.051, 0.114, 0.062, 0.107, 0.093, 0.102, 0.074]
}

No. 3
{
  "formula": "C2HCl2N3",
  "method": "ωB97M-V/def2-TZVPD",
  "lumo_energy_ev": -1.1,
  "energy_ha": -1161.37241,
  "gap_ev": 9.7596,
  "e_homo_ev": -10.87,
  "e_above_lowest_ev": 0.000,
  "symbols": ["Cl", "Cl", "N", "N", "N", "C", "C", "H"],
  "coordinates": [[1.287, 1.083, -1.474], [1.165, 1.177, 1.448], [-0.057, -1.749, 0.050], [0.942, -1.059, 0.036], [-1.270, -1.023, 0.026], [-1.015, 0.203, -0.028], [0.638, 0.337, -0.011], [-1.689, 1.030, -0.047]],
  "lowdin_charge": [0.635, 0.638, 0.013, -0.048, 0.038, -0.133, -1.246, 0.103]
}

No. 4
{
  "formula": "C19H18BaBr2N4O2",
  "method": "ωB97M-V/def2-TZVPD",
  "lumo_energy_ev": -0.6,
  "energy_ha": -6277.73946,
  "gap_ev": 6.5778,
  "e_homo_ev": -7.15,
  "symbols": ["Ba", "Br", "Br", "O", "O", "N", "N", "N", "N", "C", "C", "C", "C", "C", "C", "C", "C", "C", "C", "C", "C", "C", "C", "C", "C", "C", "C", "C", "H", "H", "H", "H", "H", "H", "H", "H", "H", "H", "H", "H", "H", "H", "H", "H", "H", "H"],
  "coordinates": [[0.181, 0.852, -1.171], [-2.793, -1.779, 4.861], [-0.701, 5.684, 4.107], [0.232, -4.542, -1.348], [1.941, 0.482, -0.002], [1.483, -0.777, -0.169], [-0.597, 2.658, 0.636], [-1.347, 0.063, 0.900], [0.680, -3.190, -1.336], [-1.887, 0.303, 3.191], [-0.188, 4.871, 1.455], [-1.873, 0.377, -2.896], [-1.642, -1.239, 0.974], [-0.186, 3.918, 0.452], [-0.421, 1.968, -3.650], [-2.201, -1.046, 3.247], [-0.757, -0.284, -3.485], [-2.077, -1.845, 2.139], [3.790, -1.540, -0.522], [-1.662, 1.764, -2.999], [2.308, -4.260, 0.157], [-1.448, 0.815, 1.989], [2.311, -1.713, -0.413], [-0.645, 4.469, 2.684], [1.707, -3.093, -0.576], [-1.069, 3.167, 2.896], [0.134, 0.695, -3.947], [-1.023, 2.287, 1.839], [-1.418, 2.868, 3.874], [-1.981, 0.914, 4.079], [-2.364, 2.535, -2.699], [-0.474, -4.510, -2.005], [0.154, 4.181, -0.553], [-1.519, -1.822, 0.059], [4.167, -2.055, -1.414], [2.797, -4.944, -0.545], [-0.638, -1.348, -3.616], [-0.010, 2.921, -3.949], [3.046, -3.926, 0.889], [4.313, -1.963, 0.347], [-2.306, -2.901, 2.163], [-2.754, -0.096, -2.487], [4.029, -0.483, -0.574], [0.149, 5.883, 1.268], [1.532, -4.829, 0.668], [1.028, 0.509, -4.517]],
  "lowdin_charge": [2.122, 0.799, 0.800, -0.077, -0.595, -0.325, -0.033, -0.011, 0.062, -0.056, -0.093, -0.313, -0.103, -0.106, -0.293, -0.685, -0.299, -0.091, -0.020, -0.311, -0.023, -0.194, -0.313, -0.681, -0.288, -0.055, -0.288, -0.193, 0.101, 0.101, 0.088, 0.088, 0.124, 0.115, 0.091, 0.094, 0.081, 0.082, 0.077, 0.085, 0.111, 0.084, 0.067, 0.111, 0.080, 0.087]
}

Copy entry 3 word for word.
{
  "formula": "C2HCl2N3",
  "method": "ωB97M-V/def2-TZVPD",
  "lumo_energy_ev": -1.1,
  "energy_ha": -1161.37241,
  "gap_ev": 9.7596,
  "e_homo_ev": -10.87,
  "e_above_lowest_ev": 0.000,
  "symbols": ["Cl", "Cl", "N", "N", "N", "C", "C", "H"],
  "coordinates": [[1.287, 1.083, -1.474], [1.165, 1.177, 1.448], [-0.057, -1.749, 0.050], [0.942, -1.059, 0.036], [-1.270, -1.023, 0.026], [-1.015, 0.203, -0.028], [0.638, 0.337, -0.011], [-1.689, 1.030, -0.047]],
  "lowdin_charge": [0.635, 0.638, 0.013, -0.048, 0.038, -0.133, -1.246, 0.103]
}